[1]
ORCA calculation (ωB97M-V with the def2-TZVPD basis set) on C9H10O2S2 as an isolated structure.

Output
Max |F|, eV/Å: 3.8
Energy relative to the best compared isomer or geometry (same formula, charge and spin), kJ/mol: 886.8
Kohn-Sham gap, eV: 7.4242

Each line ends with the Mulliken charge.
Positions of all 23 atoms, in Å:
1 C -0.752 2.434 0.681  -0.10
2 C 0.516 2.396 0.113  -1.23
3 C -1.550 1.368 0.943  -1.02
4 C 1.166 1.211 -0.133  0.17
5 C -0.989 0.015 1.018  0.77
6 C 0.522 0.091 0.737  -0.23
7 C 0.607 -1.431 -1.556  -1.10
8 C -0.525 -2.436 -1.562  -0.51
9 C 1.552 1.115 1.236  -0.38
10 O 1.030 -2.745 0.800  -0.59
11 O -1.656 -1.170 0.509  -0.39
12 S 1.502 -1.534 0.143  0.47
13 S -2.148 -1.791 -1.020  -0.02
14 H -0.913 3.435 0.954  0.44
15 H 0.829 3.324 -0.222  0.43
16 H -2.517 1.646 1.299  0.39
17 H 1.780 0.740 -0.871  0.67
18 H -1.246 -0.272 2.033  0.16
19 H 1.275 -1.684 -2.299  0.62
20 H 0.348 -0.388 -1.579  0.43
21 H -0.600 -2.896 -2.589  0.36
22 H 0.009 -3.103 -0.842  0.31
23 H 1.761 1.675 2.208  0.33

[2]
ORCA calculation (ωB97M-V with the def2-TZVPD basis set) on a single C6H12O molecule.

Output
Max |F|, eV/Å: 0.3
SMILES string: C=CCCCOC
Energy relative to the best compared isomer or geometry (same formula, charge and spin), kJ/mol: 147.3
Kohn-Sham gap, eV: 10.3479

Each line ends with the Mulliken charge.
Positions of all 19 atoms, in Å:
1 C 1.390 1.660 -0.848  -0.92
2 C 0.225 1.566 -0.215  0.05
3 C -1.010 0.913 -0.773  -0.54
4 C -1.713 -0.050 0.191  -0.64
5 C -0.877 -1.270 0.552  -0.51
6 O 0.291 -0.869 1.238  -0.32
7 C 1.494 -1.346 0.693  -0.73
8 H 2.245 2.151 -0.393  0.28
9 H 1.537 1.227 -1.836  0.29
10 H 0.125 1.994 0.783  0.25
11 H -1.724 1.703 -1.041  0.27
12 H -0.755 0.387 -1.704  0.29
13 H -2.655 -0.394 -0.257  0.36
14 H -1.985 0.481 1.112  0.30
15 H -1.460 -1.942 1.198  0.34
16 H -0.623 -1.831 -0.362  0.35
17 H 2.306 -0.780 1.156  0.23
18 H 1.638 -2.417 0.902  0.31
19 H 1.549 -1.183 -0.394  0.34

[3]
ORCA calculation (ωB97M-V with the def2-TZVPD basis set) on C6H11N3 as an isolated structure.

Output
Max |F|, eV/Å: 3.7
Energy relative to the best compared isomer or geometry (same formula, charge and spin), kJ/mol: 292.4
Kohn-Sham gap, eV: 8.5546
Net charge: +2

Each line ends with the Mulliken charge.
Positions of all 20 atoms, in Å:
1 C -0.867 1.341 0.109  0.08
2 C -0.493 -0.952 0.034  0.02
3 C 1.579 2.057 0.342  -0.36
4 C 1.220 0.440 -0.634  -0.50
5 C -2.801 -0.167 -0.097  -0.79
6 C 1.770 -1.847 0.122  -0.84
7 N -1.374 0.084 -0.040  0.07
8 N 0.376 1.506 -0.196  0.18
9 N 0.794 -0.819 -0.128  0.10
10 H -1.482 2.138 0.519  0.42
11 H -0.905 -1.931 0.276  0.46
12 H 1.797 1.898 1.385  0.34
13 H 2.114 2.799 -0.232  0.30
14 H 1.685 0.491 -1.609  0.37
15 H -3.088 -0.456 -1.111  0.37
16 H -3.091 -0.971 0.577  0.34
17 H -3.357 0.731 0.166  0.32
18 H 2.730 -1.381 0.347  0.36
19 H 1.918 -2.461 -0.773  0.38
20 H 1.474 -2.497 0.943  0.37

[4]
ORCA calculation (ωB97M-V with the def2-TZVPD basis set) on a 2-piece molecular cluster, C3H11NOS2 overall.

Output
Max |F|, eV/Å: 1.3
SMILES string: CSSCCN.O
Energy relative to the best compared isomer or geometry (same formula, charge and spin), kJ/mol: 31.6
Kohn-Sham gap, eV: 9.5991

Each line ends with the Mulliken charge.
Positions of all 18 atoms, in Å:
1 C -2.466 -1.738 -2.324  -0.78
2 S -2.314 0.006 -1.978  -0.07
3 S -0.367 0.352 -2.472  -0.11
4 C 0.650 -0.058 -1.014  -0.69
5 C 1.042 1.166 -0.186  -0.53
6 N 1.610 0.888 1.120  -0.56
7 H -1.732 -2.282 -1.723  0.25
8 H -3.427 -2.148 -2.010  0.32
9 H -2.313 -2.027 -3.365  0.29
10 H 1.517 -0.433 -1.496  0.32
11 H 0.232 -0.886 -0.480  0.42
12 H 0.274 1.925 -0.175  0.34
13 H 1.804 1.710 -0.746  0.31
14 H 2.517 0.456 1.018  0.22
15 H 1.040 0.298 1.711  0.26
16 O 0.352 0.703 4.780  -0.64
17 H 0.892 0.662 3.993  0.32
18 H 0.689 1.405 5.348  0.32

[5]
ORCA calculation (ωB97M-V with the def2-TZVPD basis set) on a 5-piece molecular cluster, C10H26BF4NO5 overall.

Output
Max |F|, eV/Å: 3.9
Kohn-Sham gap, eV: 5.0601
Net charge: -2

Each line ends with the Mulliken charge.
Positions of all 47 atoms, in Å:
1 N -7.034 2.967 20.692  0.26
2 H -7.211 3.912 20.291  0.41
3 H -6.974 2.300 19.923  0.12
4 H -7.920 2.839 21.256  0.31
5 H -6.137 2.825 21.198  0.20
6 C -10.562 0.491 21.070  -1.20
7 C -9.534 0.975 22.091  0.63
8 C -8.254 0.171 22.097  -1.09
9 O -9.375 2.376 21.952  -1.01
10 H -11.500 1.018 20.896  0.35
11 H -10.714 -0.574 21.297  0.33
12 H -10.136 0.580 20.060  0.04
13 H -10.057 0.826 23.053  0.21
14 H -7.763 0.105 21.123  -0.09
15 H -8.571 -0.868 22.275  0.53
16 H -7.585 0.418 22.918  0.27
17 C -3.206 1.959 23.450  -1.56
18 C -3.649 1.789 21.981  0.50
19 C -4.342 0.449 21.723  -0.34
20 O -4.160 2.908 21.392  -0.82
21 H -2.591 1.130 23.832  0.40
22 H -4.080 1.985 24.116  0.31
23 H -2.590 2.836 23.651  0.35
24 H -2.623 1.636 21.561  0.09
25 H -4.538 0.276 20.669  -0.38
26 H -5.213 0.351 22.379  0.02
27 H -3.637 -0.318 22.073  0.52
28 B -5.597 6.138 19.754  0.62
29 F -5.075 5.289 18.788  -0.41
30 F -4.745 6.209 20.864  -0.40
31 F -5.734 7.456 19.281  -0.40
32 F -6.855 5.641 20.208  -0.49
33 C -6.027 -2.034 19.008  -0.97
34 C -5.644 -0.836 18.151  -0.14
35 O -6.658 -0.449 17.237  -0.32
36 C -7.413 0.612 17.483  0.67
37 O -7.489 1.269 18.478  -0.65
38 O -8.027 0.881 16.313  -0.37
39 C -8.637 2.145 16.103  -0.71
40 H -5.326 -2.362 19.773  0.37
41 H -6.197 -2.903 18.370  0.32
42 H -6.936 -1.711 19.521  0.20
43 H -4.740 -1.078 17.590  0.30
44 H -5.331 0.006 18.767  0.14
45 H -9.639 2.303 16.504  0.29
46 H -8.818 2.101 15.027  0.24
47 H -8.000 2.992 16.350  0.35

[6]
ORCA calculation (ωB97M-V with the def2-TZVPD basis set) on a single C12H23BO2 molecule.

Output
Max |F|, eV/Å: 11.8
Multiplicity: 3
Kohn-Sham gap (alpha / beta), eV: 5.7113 / 7.3927
<S²>: 2.0057

Each line ends with the Mulliken spin population.
Positions of all 38 atoms, in Å:
1 B 0.161 -0.232 -0.177  0.17
2 C -1.293 -0.462 -2.168  1.13
3 C -0.964 -0.923 -0.989  0.38
4 C 0.280 0.009 1.390  0.03
5 C 1.250 1.224 1.360  0.00
6 C 2.112 0.978 0.037  0.01
7 C 0.363 2.486 1.234  0.00
8 C 2.173 1.385 2.606  0.00
9 C 3.189 0.036 0.394  0.00
10 C 2.657 2.188 -0.751  0.00
11 C -4.369 -2.091 -2.794  0.01
12 C -1.874 -1.875 -0.195  -0.06
13 C -2.891 -2.649 -1.040  0.03
14 O 1.200 0.240 -0.864  0.10
15 O -3.735 -1.661 -1.597  0.00
16 H -2.196 -0.922 -2.674  0.04
17 H -0.731 0.258 -2.731  0.02
18 H -0.549 0.354 2.003  -0.01
19 H 0.677 -0.891 1.721  -0.01
20 H 0.876 3.474 1.270  0.00
21 H -0.474 2.488 2.033  0.00
22 H -0.253 2.462 0.299  0.00
23 H 2.868 2.062 2.302  0.00
24 H 2.554 0.341 2.692  0.00
25 H 1.687 1.573 3.548  0.00
26 H 3.694 -0.385 -0.523  0.00
27 H 2.891 -0.802 0.990  0.00
28 H 3.885 0.509 1.119  0.00
29 H 2.284 3.121 -0.193  0.00
30 H 2.265 2.210 -1.693  0.00
31 H 3.775 2.267 -0.739  0.00
32 H -4.510 -1.192 -3.376  0.00
33 H -5.351 -2.523 -2.452  0.00
34 H -3.692 -2.736 -3.423  0.00
35 H -2.425 -1.117 0.589  0.10
36 H -1.311 -2.578 0.402  0.05
37 H -3.318 -3.533 -0.537  0.00
38 H -2.414 -3.168 -1.965  -0.01